44
Properties=species:S:1:pos:R:3:forces:R:3:lowdin_spin:R:1 method="wB97M-V/def2-TZVPD" spin_multiplicity=3 s_squared=2.01 total_energy_ha=-2266.48603 fmax_ev_per_a=0.7 gap_ev="8.400 / 7.592" de_lowest_kj_mol=89.7
H -3.048645 -0.474346 0.041757 -0.010 0.041 0.005 0.002
Re -0.532602 0.349416 -0.311284 0.297 0.306 -0.406 1.736
O -1.887958 3.256689 2.398546 0.139 0.068 -0.066 0.002
N 0.818143 -1.392732 -0.744867 -0.136 0.143 0.300 0.006
C 1.980206 0.561212 -1.783526 0.209 -0.243 0.028 0.010
C -0.073042 -2.466342 -1.224280 -0.201 0.105 -0.091 0.004
H 2.550347 4.906320 -0.843072 0.007 -0.007 -0.023 0.000
H -2.532107 -0.239758 1.497693 -0.039 -0.034 0.017 0.003
H -3.192566 6.238555 3.260553 0.008 0.016 -0.011 0.000
C -2.413866 5.476137 3.223232 0.035 -0.090 -0.025 0.000
S 0.418627 1.623165 1.713150 -0.298 -0.187 -0.501 0.018
S -1.979246 2.334830 -0.415079 0.472 -0.208 0.139 0.037
H 1.684177 4.156027 1.366174 -0.038 -0.010 0.005 0.001
O 1.020078 1.264003 -1.244817 -0.657 -0.229 0.060 0.053
H 0.490432 -3.289199 1.379246 0.006 -0.009 0.018 0.000
H 2.585991 -1.510106 -1.942587 -0.009 -0.015 0.015 0.000
H -2.992466 4.654165 1.307161 -0.019 -0.013 -0.007 0.000
C 0.987091 -2.344191 1.596019 -0.041 0.058 -0.060 0.001
O -1.673870 -2.568828 -2.988868 -0.019 0.050 0.021 0.013
H 2.304577 -0.942668 0.629737 0.025 0.003 -0.039 0.000
H -3.796807 3.902730 2.688502 0.007 -0.021 -0.013 0.000
C -1.158537 -1.875245 -2.145039 0.179 -0.244 0.137 0.006
H -2.226736 5.118567 4.235556 -0.018 0.018 0.008 0.000
H 2.382680 -2.600979 0.010399 0.015 0.022 -0.023 0.000
H 1.749292 -2.547555 2.353849 0.002 -0.025 0.003 0.000
C 1.665636 -0.930370 -1.874208 -0.020 0.189 -0.061 0.005
C 1.083797 4.770829 0.694252 0.182 0.054 -0.090 0.001
H 1.160103 5.811085 1.007507 0.000 -0.018 0.037 0.000
H 1.109274 -1.056994 -2.804731 -0.007 -0.043 0.004 0.000
H 0.478061 -3.244626 -1.755360 0.004 -0.008 0.000 0.000
C 1.702661 -1.814324 0.361728 0.002 -0.019 0.115 0.003
H 1.431750 3.552566 -1.053866 0.028 -0.001 0.015 0.000
O -1.467959 -0.633626 -1.885299 0.106 0.338 0.122 0.027
H 0.387104 -0.708573 2.506516 0.005 0.022 -0.014 0.001
P -0.912353 3.003316 1.160931 -0.380 0.102 0.294 0.000
C 1.510071 4.593699 -0.742801 -0.103 -0.020 0.007 0.001
O -0.312990 4.443671 0.887351 -0.077 -0.154 0.054 0.000
H 0.896122 5.205648 -1.404058 0.010 0.018 0.007 0.000
C -2.857536 4.330742 2.341293 -0.033 0.062 0.028 0.000
H -0.600053 -2.912786 -0.380999 0.050 0.001 0.034 0.000
H -1.498910 5.921506 2.835361 -0.011 0.026 0.011 0.000
O 3.011475 1.010763 -2.221552 -0.088 0.033 0.010 0.016
O -0.017492 -1.478799 2.091186 -0.006 -0.212 0.074 0.027
O -2.320223 -0.658710 0.652974 0.423 0.135 -0.136 0.027

***

43
Properties=species:S:1:pos:R:3:forces:R:3:lowdin_spin:R:1 method="wB97M-V/def2-TZVPD" spin_multiplicity=3 s_squared=2.04 total_energy_ha=-11315.47747 total_charge=+2 fmax_ev_per_a=4.0 gap_ev="4.622 / 2.351"
O 0.761463 0.681679 4.510297 -0.851 -0.405 1.812 0.337
Ag -1.142635 4.011319 -1.706847 -0.434 -0.780 -0.489 -0.002
C -3.786302 1.324933 -3.317390 -0.108 0.971 0.878 0.000
H 4.730657 2.000920 -4.136968 -0.088 0.265 -0.034 0.000
H 3.417398 -0.858001 -1.374199 -0.209 -0.060 0.101 0.000
H -5.071136 1.180049 -0.472108 -0.388 0.074 -0.502 0.000
C -4.082753 1.080870 -0.920842 0.353 0.432 2.068 0.000
H -0.084970 -1.231976 3.368489 0.798 -0.536 0.050 0.001
H -5.530702 -1.116307 -2.162416 -0.402 1.224 0.297 0.000
C -4.529568 -0.775621 -2.426531 1.732 -0.969 1.037 0.000
C -0.269176 -1.885512 4.221165 -0.449 1.186 0.183 0.052
Br 4.457858 -3.031337 -1.890787 -0.260 0.086 0.206 0.000
H -1.492172 -2.438407 6.307102 -0.227 0.189 -0.109 0.020
H -3.586008 2.041356 -0.783709 -0.008 -0.012 -0.439 0.000
C 2.753111 -2.092279 0.261278 -0.271 -1.283 0.496 0.000
H 4.706008 -1.238947 -0.243319 -0.264 -0.049 0.281 0.000
F -0.055334 1.045590 -0.267546 0.984 1.925 1.576 0.099
Pt 1.253878 2.604266 1.629247 -0.962 -1.384 -1.494 0.903
C -0.579961 -1.936340 6.629441 -0.648 0.530 -0.277 0.052
H 2.270309 -1.342184 0.887676 0.238 0.272 -0.418 0.000
H -4.381718 -1.173705 -3.430406 0.477 0.364 0.054 0.000
H -1.327922 -2.129599 4.134085 -0.242 -0.153 0.207 0.027
H 2.909568 3.765271 -4.325144 -0.780 0.042 0.262 0.000
H -3.720073 0.715545 -4.231978 -0.093 0.389 -0.060 0.000
C 3.797934 -1.628423 -0.703569 0.454 0.373 -0.614 0.000
H 0.185014 0.521191 6.563854 0.382 0.753 -0.452 -0.005
H 3.765818 1.067685 -5.290384 0.109 0.107 -0.031 0.000
H 2.364414 2.285703 -3.388173 0.160 0.106 -0.046 0.000
N -4.013758 0.579354 -2.223970 -1.896 -0.478 -2.472 0.000
C 2.666813 2.702914 -4.348690 0.205 -0.290 -0.476 0.000
C 3.951932 2.066955 -4.896788 -1.016 -0.265 -0.408 0.000
H -0.827304 -1.365958 7.524762 0.523 0.175 -0.136 0.001
C 0.295934 0.153433 5.532037 1.034 1.432 -0.739 -0.019
O -3.644688 2.545858 -3.254366 0.847 -0.046 -0.301 0.000
N -0.128702 -1.121665 5.468729 -1.353 -3.718 -0.023 0.483
H 0.247929 -2.831988 4.378905 0.383 0.101 -0.568 0.022
Br 3.496853 -3.376932 1.533625 0.283 0.034 0.493 0.002
Br 4.565619 3.186300 -6.362220 0.197 -0.268 0.101 0.000
H -3.573324 0.380220 -0.259275 0.228 -0.151 0.083 0.000
H 0.064137 -2.794323 6.822017 0.675 0.334 0.029 0.026
Br 1.017398 2.414930 -5.495075 1.184 0.326 0.755 0.000
H 1.999629 -2.759384 -0.157450 -0.067 0.685 -0.547 0.000
H -3.851468 -1.227455 -1.702560 -0.232 -1.527 -0.333 0.000

***

44
Properties=species:S:1:pos:R:3:forces:R:3:lowdin_charge:R:1 method="wB97M-V/def2-TZVPD" total_energy_ha=-3818.10223 total_charge=+1 fmax_ev_per_a=2.9 gap_ev=8.499
Cs 0.268508 -0.223274 5.020465 -0.690 -0.192 0.083 1.118
H -2.300244 2.258330 -2.525680 0.003 -0.046 0.001 0.069
C -4.110057 -0.686419 0.530162 1.403 -0.109 -0.050 -0.195
H 4.147567 0.097503 -2.509222 0.534 -0.003 -0.171 0.078
C 1.985216 1.558254 -2.066941 0.555 0.083 -1.027 -0.220
F 2.283898 -3.295250 1.337127 -0.052 0.538 0.010 -0.235
C -2.672609 -2.655187 0.949533 1.006 0.188 1.167 -0.196
S -3.303834 -2.251196 2.643526 -1.918 -0.458 -2.103 0.701
F 2.936086 -1.003730 0.660600 -0.263 0.368 0.410 -0.197
C 3.445433 1.993066 -1.830902 -1.181 0.153 -0.463 -0.286
H 1.660112 0.941938 -1.224050 -0.393 0.409 0.181 0.105
As 2.111337 -1.691674 1.987849 -0.762 -2.504 -0.562 0.744
F 1.326474 -2.456326 3.399988 0.260 0.471 -0.017 -0.382
H 0.919185 3.286332 -1.461139 -0.266 -0.103 0.031 0.106
C 1.115060 2.778084 -2.420535 -0.343 -0.085 1.835 -0.234
O -4.127575 -3.356981 3.105557 0.921 0.837 0.172 -0.325
F 3.657901 -1.987049 2.793882 0.194 0.483 0.282 -0.485
H 1.648846 3.597536 -2.906094 0.339 -0.607 -0.698 0.107
H -4.909745 -1.130019 -0.055775 0.112 0.065 -0.236 0.113
H -1.260547 2.564047 -1.163435 0.126 -0.258 0.165 0.070
H -0.125627 1.829032 -3.923663 -0.017 -0.157 0.097 0.107
H -1.669607 -3.056515 1.113703 0.066 0.191 -0.044 0.094
H -5.407118 -1.333391 2.050538 0.030 -0.012 0.620 0.097
F 0.544373 -1.551018 1.252693 0.589 0.560 0.357 -0.223
H 3.709984 2.649035 -2.664204 0.080 0.147 0.144 0.104
H -2.020453 -0.605260 0.733357 0.331 -0.339 0.113 0.103
C -1.316474 2.023209 -2.108132 -0.574 0.068 -0.572 -0.115
H -3.262045 -3.482088 0.560636 -0.426 0.342 -0.146 0.109
H -3.967833 0.366888 0.293025 -0.653 0.079 0.023 0.108
F 1.967206 -0.194051 2.890174 0.314 0.193 -0.658 -0.431
H -1.313235 0.939528 -1.986634 0.237 0.034 0.390 0.059
H 5.423347 1.253426 -1.812338 0.154 -0.503 -0.361 0.072
H -2.386816 -1.307430 -0.796454 -0.351 -0.284 -0.116 0.114
H 1.936982 0.856795 -2.910281 0.222 0.075 -0.121 0.110
C -0.240237 2.498940 -3.067782 0.610 0.762 -0.346 -0.270
O -2.272534 -1.670956 3.462779 0.712 0.180 0.599 -0.411
C -2.703599 -1.304121 0.243725 -0.698 0.040 0.543 -0.220
H -4.387687 0.020585 2.588352 0.338 -0.254 0.372 0.101
H 4.298910 0.391065 -0.773510 0.169 -0.301 -0.153 0.048
H 3.421911 2.577979 -0.906700 0.411 0.145 -0.076 0.109
H -0.517481 3.460931 -3.511096 -0.376 -0.105 0.056 0.103
C 4.415131 0.842431 -1.762311 -0.269 0.286 1.091 -0.114
C -4.403425 -0.912059 2.031240 -0.582 -0.253 -0.757 -0.202
Cs 5.455318 -2.630942 4.737967 0.100 -0.123 -0.066 1.094

***

44
Properties=species:S:1:pos:R:3:forces:R:3:lowdin_charge:R:1 method="wB97M-V/def2-TZVPD" total_energy_ha=-1144.11955 fmax_ev_per_a=2.9 gap_ev=3.136
H -0.542580 -3.472280 2.797894 -0.173 0.135 -0.446 0.090
C 0.923853 0.496283 -1.364710 -0.875 0.435 -0.901 -0.268
H 5.112295 0.204481 -0.812359 -0.277 0.213 -0.209 0.129
N -3.876151 3.955299 1.519888 -0.204 0.048 0.251 -0.642
C -0.421287 1.201700 -1.002510 0.836 0.260 0.262 -0.101
C -0.648548 -2.735718 1.983164 0.609 0.712 0.299 -0.006
H 2.216645 1.218676 0.128355 -0.599 0.756 -0.284 0.127
H -1.636997 -2.491957 -1.490353 -0.345 -0.765 -0.263 0.100
H 0.372723 -2.502247 1.618703 -0.407 -0.242 0.115 0.054
H -1.277024 -3.108720 1.159793 0.216 -0.048 0.512 0.077
H 0.615813 2.353381 0.635210 -0.240 -0.024 -0.536 0.097
C 3.065094 -0.081041 -0.961425 -2.047 0.822 1.587 -0.285
C -0.397157 2.077893 0.281907 -0.929 -0.244 0.678 -0.160
H 4.540407 -0.235108 -2.386258 -0.141 -0.009 0.202 0.130
H -1.609800 2.106516 2.131477 0.146 -0.432 -0.248 0.107
H 1.663822 -1.918154 -2.884203 -0.292 0.021 0.420 0.123
N 2.198355 1.079945 -0.894735 1.299 -1.011 0.009 0.105
C -1.306430 -1.447686 2.550703 1.565 -0.560 0.020 -0.530
H -0.707218 1.823958 -1.866221 0.122 -0.156 0.380 0.124
B -0.565068 -1.827506 -2.902778 -0.843 0.137 -0.431 -0.597
O -3.139133 3.750962 0.525186 0.326 -0.153 -0.342 -0.108
N 4.336652 -0.047089 -1.413342 0.908 -0.647 0.400 0.173
C 0.995514 -0.988308 -0.973161 -1.183 -1.302 -0.668 -0.244
N -0.483368 -0.467649 3.194904 0.900 -0.941 -0.755 0.038
C -1.103494 1.355722 1.495300 0.660 0.454 -0.748 -0.146
H 0.841389 -3.049017 -1.727476 0.250 0.455 -0.089 0.122
O -2.469043 -1.312331 2.447033 -2.096 0.412 -0.334 0.134
H 0.170216 -1.245699 -0.288128 0.958 0.199 0.529 0.127
C 0.851234 -2.019692 -2.136794 -0.446 0.311 -0.061 -0.018
O -0.701183 -0.982809 -4.004717 0.372 -0.254 0.879 0.145
H 0.512909 1.342872 2.901936 -0.160 -0.410 -0.270 0.128
O -3.446897 3.694788 2.664609 0.182 -0.093 0.017 -0.086
H 0.357521 -0.984370 3.467259 -0.177 0.326 0.288 0.108
H -0.924072 3.018714 0.051185 0.073 -0.422 0.323 0.100
O -1.697505 -2.496652 -2.460754 1.042 1.002 0.421 0.175
H 0.965142 0.619478 -2.468091 0.360 -0.560 0.467 0.147
N 2.397601 -1.133598 -0.479694 1.503 0.503 -2.457 0.204
C 0.001703 0.588181 2.270975 -0.479 0.984 0.202 -0.202
H -0.776263 -0.069854 -3.684500 -0.087 -0.142 -0.496 0.102
H -1.878291 0.713078 1.050271 0.201 0.084 0.526 0.103
H -1.184884 0.399242 -0.937154 0.233 0.464 0.091 0.123
H 2.874546 -2.017321 -0.665120 -0.281 -0.118 0.463 0.170
O -5.016809 4.408380 1.365662 0.030 0.001 -0.051 -0.056
H 0.795767 0.225255 1.563070 -0.510 -0.197 0.250 0.086